{"formula": "C5H10N3", "method": "ωB97M-V/def2-TZVPD", "species": ["C", "C", "N", "N", "C", "N", "C", "C", "H", "H", "H", "H", "H", "H", "H", "H", "H", "H"], "xyz": [[1.00, -1.80, 0.53], [0.43, -0.84, -0.56], [1.40, -0.10, -1.27], [2.09, 0.68, -0.60], [1.65, 1.14, 0.55], [0.36, 1.20, 0.75], [-0.46, 0.27, 0.02], [-1.06, 1.17, -1.11], [1.31, -1.15, 1.31], [1.78, -2.32, 0.02], [0.35, -2.56, 0.90], [-0.11, -1.48, -1.31], [2.47, 1.59, 1.13], [-0.15, 1.78, 1.43], [-1.29, 0.09, 0.80], [-1.90, 0.59, -1.55], [-0.17, 1.34, -1.75], [-1.63, 1.90, -0.57]], "lowdin_charge": [0.01, -0.32, 0.14, 0.14, -0.08, 0.12, -0.29, 0.00, 0.07, 0.09, 0.09, 0.17, 0.17, 0.20, 0.21, 0.11, 0.10, 0.08], "gap_ev": [8.494, 8.494], "homo_ev": [-14.9, -14.9], "total_charge": 1, "smiles": "C[C@@H]1N=NC=[NH+][C@H]1C"}

{"formula": "C19H28BN7SiV", "method": "ωB97M-V/def2-TZVPD", "species": ["C", "N", "N", "C", "C", "B", "N", "N", "C", "C", "C", "V", "N", "N", "C", "C", "C", "H", "H", "H", "H", "H", "H", "H", "H", "H", "H", "H", "C", "H", "H", "H", "C", "Si", "C", "C", "N", "C", "C", "C", "C", "C", "C", "H", "H", "H", "H", "H", "H", "H", "H", "H", "H", "H", "H", "H", "H"], "xyz": [[-0.47, 3.90, -1.25], [-0.43, 2.56, -1.56], [0.03, 2.48, -2.89], [0.28, 3.71, -3.35], [-0.03, 4.64, -2.35], [0.25, 1.09, -3.53], [1.27, 0.28, -2.66], [0.96, -0.05, -1.32], [1.88, -0.99, -0.94], [2.74, -1.26, -2.01], [2.35, -0.41, -3.05], [-0.69, 0.83, -0.72], [-1.08, 0.27, -3.44], [-1.60, -0.03, -2.17], [-2.55, -1.01, -2.35], [-2.68, -1.26, -3.72], [-1.75, -0.43, -4.36], [-3.03, -1.48, -1.50], [-1.51, -0.28, -5.40], [-3.35, -1.96, -4.18], [0.63, 1.20, -4.66], [2.77, -0.24, -4.03], [0.67, 3.85, -4.35], [3.55, -1.97, -2.04], [0.08, 5.71, -2.41], [1.88, -1.41, 0.05], [-0.75, 4.21, -0.25], [-0.65, -3.62, 0.62], [-0.13, -3.38, 1.55], [0.66, -4.12, 1.75], [0.33, -2.39, 1.47], [-0.84, -3.37, 2.39], [0.80, 1.35, 2.10], [-1.05, 1.22, 2.34], [-1.49, 0.03, 3.70], [-1.78, 2.88, 2.74], [-1.73, 0.60, 0.84], [-3.13, 0.37, 0.82], [-3.67, -0.93, 0.98], [-5.05, -1.11, 0.84], [-5.89, -0.01, 0.65], [-5.36, 1.29, 0.65], [-3.99, 1.48, 0.69], [1.21, 1.71, 3.06], [1.10, 2.06, 1.32], [1.26, 0.38, 1.88], [-1.19, 0.49, 4.65], [-2.58, -0.15, 3.73], [-0.98, -0.93, 3.58], [-1.68, 3.61, 1.93], [-2.85, 2.80, 3.00], [-1.25, 3.27, 3.63], [-2.99, -1.76, 1.21], [-5.45, -2.12, 0.90], [-6.97, -0.15, 0.54], [-6.02, 2.15, 0.64], [-3.54, 2.48, 0.63]], "lowdin_charge": [-0.05, -0.08, 0.00, 0.00, 0.00, -0.47, 0.00, -0.07, -0.06, -0.01, -0.02, 0.98, 0.01, -0.08, -0.06, -0.01, -0.01, 0.10, 0.15, 0.11, 0.14, 0.14, 0.15, 0.11, 0.12, 0.11, 0.11, 0.02, -0.04, 0.04, -0.02, 0.02, -0.15, 0.39, -0.14, -0.16, -0.18, -0.29, 0.01, 0.00, 0.04, 0.01, 0.03, 0.07, 0.04, 0.03, 0.06, 0.04, 0.04, 0.03, 0.05, 0.06, 0.14, 0.14, 0.14, 0.14, 0.13], "s_squared": 3.782, "gap_ev": [7.953, 4.972], "homo_ev": [-14.8, -15.1], "total_charge": 2, "multiplicity": 4}

The records above yield relative energy (zero: lowest compared OMol25 entry of this formula, charge and spin) values of 420.0, 0.0 kJ/mol, respectively.